No. 1
Below is the molecule C5H9O3PS at a distorted geometry, with properties calculated with ωB97M-V/def2-TZVPD.

## Properties
Frontier orbital gap (alpha / beta) in eV: 6.78 / 6.78
Total energy in a.u.: -1161.16275
Largest force on an atom in eV Å⁻¹: 1.80

Element x y z (Å)
C: 0.37821 -0.78060 -1.93659
C: 1.49188 0.04727 -2.42218
C: 2.02628 -0.33553 -3.77611
C: -1.49597 -0.68025 3.09984
C: -1.66835 0.78932 2.75081
O: 0.78602 1.70682 1.58251
O: 1.93233 0.96635 -1.77052
O: -1.60399 0.96520 1.35322
P: -0.24189 1.43071 0.58836
S: -0.05805 -0.84200 -0.36330
H: -0.18217 -1.38808 -2.63680
H: 2.84292 0.32760 -4.04778
H: 1.24141 -0.27873 -4.52643
H: 2.39234 -1.36054 -3.74322
H: -1.40799 -0.79494 4.17698
H: -2.33856 -1.26643 2.74040
H: -0.58515 -1.05192 2.63122
H: -0.86999 1.37228 3.22456
H: -2.63929 1.17349 3.07503

Atomic forces in eV per Å
-0.6490 -0.4485 1.6183
0.5683 0.3709 -0.4628
0.2092 0.2422 0.0562
-0.0882 0.2792 -0.1591
0.1655 -0.1287 1.0015
0.8787 0.2041 0.5589
-0.1805 -0.1374 0.0871
0.0994 0.1415 -1.0599
-0.9721 0.8265 -0.1301
0.1499 -0.9002 -1.3186
0.0211 0.0344 -0.1716
-0.0042 0.0167 -0.0092
-0.1043 -0.0427 -0.0887
-0.0235 -0.1284 -0.0369
-0.0025 -0.0807 0.0976
-0.0380 -0.0818 -0.0159
0.0725 -0.0762 0.0940
-0.2130 -0.0348 -0.0504
0.1107 -0.0561 -0.0104


No. 2
Below is a structure of composition C7H12, with properties calculated with ωB97M-V/def2-TZVPD.

## Properties
Relative energy (zero: lowest compared OMol25 entry of this formula, charge and spin) in kJ/mol: 479.03
Frontier orbital gap in eV: 9.58
Total energy in a.u.: -273.72610
Largest force on an atom in eV Å⁻¹: 0.58

Element x y z (Å)
C: -2.81972 -0.02618 0.29337
C: -1.47140 -0.30481 -0.36459
C: -0.50418 0.87318 -0.24473
C: 0.82452 0.65212 -0.92969
C: 2.05635 1.30326 -0.37448
C: 2.17801 -0.01465 -0.21036
C: 2.65659 -0.94820 0.86644
H: -2.69650 0.19630 1.35982
H: -3.31349 0.83503 -0.17199
H: -3.48891 -0.88816 0.20387
H: -1.01470 -1.19352 0.09418
H: -1.61886 -0.54583 -1.42638
H: -0.32176 1.12249 0.80765
H: -0.94327 1.76810 -0.70990
H: 1.29735 -0.66401 -0.82544
H: 0.76386 0.46681 -2.00657
H: 3.45251 -0.42624 1.40478
H: 3.04947 -1.88963 0.46943
H: 1.86027 -1.18087 1.58415

Atomic forces in eV per Å
-0.0451 0.0125 0.0231
0.0224 -0.0554 -0.0371
0.0357 0.0191 0.0504
-0.4000 0.1874 -0.1955
-0.0186 -0.5812 -0.0373
0.2323 0.3208 0.2693
0.0691 -0.0483 0.0378
-0.0214 -0.0316 -0.1587
0.0740 -0.1288 0.0705
0.0869 0.1392 0.0210
-0.0599 0.1210 -0.0672
0.0247 0.0270 0.1473
-0.0244 -0.0428 -0.1561
0.0638 -0.1190 0.0476
-0.0320 0.0408 -0.0277
0.0618 0.0146 0.1714
-0.1044 -0.0808 -0.0622
-0.0702 0.1490 0.0421
0.1051 0.0567 -0.1387


No. 3
Below is a structure of composition C54H62CaCl3FGeN2O2P2SiTe at a distorted geometry, with properties calculated with ωB97M-V/def2-TZVPD.

## Properties
Frontier orbital gap (alpha / beta) in eV: 7.08 / 5.24
Total energy in a.u.: -7830.44200
Multiplicity: 2
Largest force on an atom in eV Å⁻¹: 2.74
Net charge: -1

Element x y z (Å)
Ca: -0.39968 0.29034 -0.69577
O: -1.45419 1.54016 0.50137
C: -2.70895 1.27747 0.95743
C: -3.27380 -0.05152 0.31260
C: -3.37500 0.03895 -1.17501
C: -4.61283 0.20779 -1.78328
C: -4.67389 0.32155 -3.15960
C: -3.49818 0.25549 -3.88844
C: -2.29010 0.09217 -3.22055
C: -0.99470 0.04747 -3.97836
C: -0.09569 1.29049 -3.63710
O: 0.48604 1.10708 -2.40126
C: -0.97342 2.55171 -3.72066
C: -1.70869 2.82095 -4.87365
C: -2.45873 3.97860 -4.98199
C: -2.47082 4.89966 -3.94285
C: -1.72033 4.65387 -2.80448
C: -0.98079 3.48307 -2.69329
C: 0.98979 1.50796 -4.71342
C: 1.59525 2.76110 -4.81871
C: 2.60954 2.99451 -5.73234
C: 3.04619 1.97289 -6.56417
C: 2.45582 0.72440 -6.46815
C: 1.44395 0.49057 -5.54518
N: -2.24875 -0.00854 -1.88945
C: -2.74076 1.14720 2.49110
C: -1.84977 1.93964 3.20622
C: -1.84922 1.96091 4.59174
C: -2.78068 1.21410 5.29868
C: -3.68457 0.42885 4.59951
C: -3.65858 0.38651 3.21134
C: -3.71372 2.41325 0.59786
C: -4.65382 2.92926 1.48914
C: -5.52640 3.93739 1.10156
C: -5.48376 4.44638 -0.18492
C: -4.54982 3.94612 -1.07898
C: -3.67342 2.94714 -0.68630
H: -4.26546 -0.26305 0.70726
H: -2.57771 -0.84778 0.59967
H: -5.50629 0.24581 -1.17582
H: -5.62522 0.45017 -3.66056
H: -3.51790 0.31489 -4.96758
H: -1.20226 -0.00176 -5.04747
H: -0.42641 -0.83597 -3.68228
H: -1.68217 2.12788 -5.70591
H: -3.03031 4.17055 -5.88222
H: -3.05736 5.80667 -4.02862
H: -1.72617 5.36926 -1.99140
H: -0.39717 3.27499 -1.80492
H: 1.26032 3.56904 -4.18138
H: 3.05742 3.97839 -5.79840
H: 3.83316 2.15410 -7.28541
H: 2.78298 -0.07581 -7.12073
H: 1.00718 -0.49880 -5.48984
H: -1.17430 2.56283 2.63593
H: -1.13344 2.57504 5.12550
H: -2.80447 1.24748 6.38063
H: -4.43016 -0.14490 5.13650
H: -4.39383 -0.22733 2.70957
H: -4.70118 2.55780 2.50304
H: -6.25142 4.31869 1.81074
H: -6.16566 5.23432 -0.48028
H: -4.50536 4.32932 -2.08902
H: -2.92608 2.58194 -1.37214
C: 4.92611 -4.15095 2.40708
Si: 3.23977 -4.23103 1.51535
C: 2.50446 -5.92031 1.98320
C: 3.64419 -4.21180 -0.32612
N: 2.12310 -2.97279 1.85066
C: 1.66091 -2.50076 2.99001
C: 2.31326 -2.60331 4.25832
C: 1.75972 -2.09546 5.40790
C: 0.51039 -1.46689 5.38977
C: -0.17270 -1.34724 4.18596
C: 0.40880 -1.81756 3.03524
F: -0.30206 -1.71755 1.91359
H: 5.69479 -4.65477 1.81983
H: 4.89143 -4.61467 3.39506
H: 5.23395 -3.11428 2.52924
H: 3.20047 -6.73045 1.76154
H: 1.58825 -6.09735 1.42062
H: 2.25924 -5.96376 3.04690
H: 4.18000 -5.11899 -0.61303
H: 4.27434 -3.35671 -0.57437
H: 2.73732 -4.16032 -0.93063
H: 3.27441 -3.10026 4.28735
H: 2.29165 -2.20051 6.34571
H: 0.07488 -1.07355 6.29786
H: -1.14734 -0.87769 4.13198
C: 1.64026 1.37448 3.30316
P: 1.58216 0.85837 1.52647
C: 1.61452 2.58331 0.85417
C: 3.34014 0.34629 1.31728
C: 4.21367 0.16928 2.38984
C: 5.52625 -0.22032 2.17420
C: 5.97884 -0.45263 0.88437
C: 5.10366 -0.32964 -0.18284
C: 3.78592 0.06956 0.01673
P: 2.51584 0.38593 -1.30244
C: 2.96363 -0.89216 -2.53982
C: 3.44928 1.79347 -2.06005
H: 2.40202 2.14029 3.46227
H: 1.82895 0.52653 3.95628
H: 0.66693 1.77913 3.56410
H: 2.50840 3.12111 1.17413
H: 0.71685 3.07955 1.22696
H: 1.54805 2.55797 -0.23189
H: 3.88068 0.32517 3.40606
H: 6.19367 -0.34031 3.01919
H: 7.00917 -0.73910 0.71023
H: 5.46394 -0.53188 -1.18556
H: 4.01166 -0.82470 -2.83482
H: 2.33774 -0.74584 -3.41630
H: 2.76591 -1.87707 -2.12403
H: 4.45596 1.46683 -2.32406
H: 3.51917 2.62501 -1.35857
H: 2.91661 2.10875 -2.95083
Cl: -2.42313 -3.03692 -1.58557
Ge: -0.16644 -2.67492 -1.17021
Cl: -0.08798 -4.84747 -0.23261
Cl: 0.43766 -3.31801 -3.24469
C: -3.83760 -4.03285 3.25945
Te: -2.37843 -4.33823 1.66974
C: -1.00917 -5.14841 3.10793
H: -3.96765 -4.94072 3.84617
H: -4.79292 -3.75698 2.81521
H: -3.51578 -3.22902 3.92165
H: -0.99463 -4.51866 3.99552
H: -0.01740 -5.18148 2.66459
H: -1.32005 -6.15352 3.38413

Atomic forces in eV per Å
2.2561 -0.9611 1.2194
-1.0699 1.1303 0.9027
-0.9531 0.1620 0.2039
0.3606 0.4295 0.1770
-0.4658 -0.0118 -0.1209
0.0384 -0.1136 -0.0376
0.1432 -0.0969 0.0499
-0.1043 -0.0675 0.0428
-0.2705 -0.0810 -0.3016
0.2117 0.4345 0.2075
-0.2471 0.1319 -0.4464
-0.1874 0.9199 -1.7273
0.0581 0.0841 0.1280
-0.0374 0.0588 0.0134
-0.0211 -0.0407 -0.0694
0.0580 0.0859 0.0217
-0.0526 0.1064 -0.0296
0.0636 -0.0908 -0.0141
0.1014 -0.2147 0.0635
-0.0043 -0.0091 -0.1592
-0.0045 0.0036 0.0473
-0.0007 0.0212 -0.0449
0.0985 -0.0638 -0.0604
-0.0978 0.0458 -0.0283
-1.0979 -0.0285 -0.8348
0.1652 -0.0716 -0.0222
0.0171 0.0288 -0.0242
-0.0598 0.0746 0.0275
0.0316 -0.0693 0.0239
-0.0333 -0.0433 0.0800
0.0435 -0.0346 -0.0130
0.1397 0.0620 0.1165
0.0490 -0.0716 -0.0832
-0.1258 -0.0277 0.0513
-0.0435 0.0494 0.0326
-0.0315 -0.0391 -0.0527
0.0556 0.0855 0.0827
0.0606 -0.1811 0.0334
-0.2035 -0.2084 0.0502
-0.0115 0.0294 0.0225
-0.0007 0.0073 -0.0020
0.0660 0.0394 -0.0133
-0.0415 -0.0929 0.0219
-0.0290 -0.0627 -0.1720
0.0122 -0.0374 -0.0097
-0.0045 -0.0105 -0.0061
0.0088 0.0051 0.0180
0.0113 -0.0225 0.0284
-0.0268 0.0011 0.0131
-0.0160 0.0022 0.0229
0.0123 0.0092 0.0134
0.0066 -0.0134 -0.0100
0.0042 -0.0350 0.0315
-0.0171 -0.0198 0.0371
0.0772 -0.0565 -0.0119
-0.0031 0.0385 -0.0104
0.0025 -0.0181 0.0166
0.0252 -0.0539 -0.0018
0.0361 -0.0330 -0.0512
-0.0427 0.0244 0.0122
0.0230 0.0246 0.0301
-0.0084 -0.0057 -0.0372
0.0488 0.0241 -0.0446
0.0314 0.0416 -0.0563
-0.4529 0.2438 0.0363
1.1154 -1.2226 -0.5663
-0.2004 0.4993 -0.0247
-0.2350 0.1349 0.3095
-0.6144 0.2565 0.1895
0.1812 0.0771 0.0090
0.0468 -0.0878 0.1131
0.1489 -0.0541 0.2019
0.0247 -0.0818 -0.2438
-0.0938 0.1510 0.1958
-0.5084 -0.0759 -0.2074
0.1649 0.0579 -0.1165
-0.0456 -0.0763 -0.0632
0.0050 -0.0244 0.0261
0.1222 0.1645 0.0222
0.1549 0.0765 -0.0300
0.0323 -0.0354 -0.0125
0.0348 -0.0028 0.0538
0.0299 -0.0353 0.0668
0.0405 0.0904 -0.0126
-0.0259 -0.0151 -0.0063
0.0182 0.0140 -0.0079
0.0113 0.0234 -0.0120
-0.0143 -0.0144 0.0249
-0.0045 0.0089 -0.0544
-0.0286 -0.0710 -0.1382
0.4542 0.4416 0.6292
-0.1855 -0.1364 0.0658
-0.0012 -0.1239 -0.0334
0.0292 0.0075 -0.0090
0.0160 -0.0044 0.0387
0.0874 -0.1111 -0.0186
-0.0145 0.0481 0.0026
-0.1169 -0.0322 -0.0201
1.5396 -0.4053 0.1763
-0.0809 0.0539 0.2194
-0.4124 -0.0211 0.1272
0.0340 -0.0111 0.0254
0.0174 -0.0461 0.0668
-0.0356 0.0099 0.0287
0.0048 0.0089 -0.0578
0.0050 0.0388 0.0074
0.0207 0.1766 -0.0284
0.0031 0.0555 0.0209
0.0225 -0.0106 -0.0066
-0.0020 -0.0371 0.0157
-0.0246 0.0005 -0.0147
0.0108 0.0089 -0.0171
-0.0185 -0.0700 -0.0212
0.0029 -0.1150 -0.0694
-0.0061 -0.0088 0.0086
0.0014 0.0239 -0.0255
0.0580 0.0780 -0.0327
0.2135 0.0525 -0.0857
-0.8161 -1.6250 -0.0696
0.6510 0.5611 -0.5351
0.2205 -0.0514 -0.0287
0.1508 0.0466 -0.0579
-0.6724 -0.0258 0.8181
-0.0406 -0.0102 -0.0478
-0.0122 -0.0641 -0.0636
-0.0101 -0.0162 -0.0455
0.0396 0.0254 -0.0282
-0.0008 0.0939 -0.0011
-0.0569 0.0418 -0.0282
0.0138 -0.0224 -0.0049


No. 4
Below is the ion C7H9O2S with charge -1 at a distorted geometry, with properties calculated with ωB97M-V/def2-TZVPD.

## Properties
Relative energy (zero: lowest compared OMol25 entry of this formula, charge and spin) in kJ/mol: 0.00
SMILES string: CC1(C)C=CS[C@H]1C(=O)[O-]
Frontier orbital gap in eV: 7.07
Total energy in a.u.: -820.85343
Largest force on an atom in eV Å⁻¹: 2.16
Net charge: -1

Element x y z (Å)
C: 0.50982 -1.18351 -0.83264
C: 0.19117 -1.37340 -2.10535
C: -2.82836 -0.45626 -0.55455
C: -1.51004 0.27508 -1.09964
C: -0.18577 -0.06101 -0.12422
C: 0.72504 1.16893 -0.07852
C: -0.64964 -0.44530 1.27392
O: -2.95609 -1.63791 -0.86358
O: -3.52901 0.28634 0.13924
S: -1.03254 -0.31110 -2.74468
H: 1.24935 -1.76921 -0.30768
H: 0.61271 -2.09912 -2.77965
H: -1.66529 1.35302 -1.13232
H: 0.96696 1.49577 -1.08941
H: 1.65771 0.92874 0.43624
H: 0.23644 1.98638 0.44857
H: -1.37664 0.27568 1.64199
H: 0.20238 -0.48000 1.95840
H: -1.12810 -1.42218 1.25126

Atomic forces in eV per Å
0.0277 -0.0712 -0.0761
0.0373 0.1359 -0.0139
1.1047 0.6950 -0.5970
1.0750 -0.7060 1.2927
-1.7353 0.5872 -1.1366
-0.0852 -0.1735 -0.0792
0.0562 -0.0044 -0.0536
-0.1273 -0.9044 -0.1187
-0.5977 0.5798 0.6580
-0.0380 0.1175 -0.1777
0.1517 -0.1576 0.0293
0.1686 -0.1879 0.0056
-0.0148 -0.0435 0.0597
0.0197 0.0358 -0.0715
0.0738 0.0103 0.0646
-0.0544 0.1110 0.0726
-0.0327 0.0448 0.0664
0.0591 -0.0341 0.0376
-0.0884 -0.0347 0.0379